A cluster of 4 separate species, C15H15ClN3 in total. Source: the Open Molecules 2025 dataset; level of theory: wB97M-V/def2-TZVPD.

## Properties
Charge: -1
Frontier orbital gap in eV: 7.15
LUMO energy in eV: 3.0
E_HOMO in eV: -4.14

Each line ends with the natural charge from an NBO analysis.
Positions of all 34 atoms, in Å:
Cl -0.29 1.03 1.23  -0.978
N 0.00 4.49 -1.20  -0.387
C -0.88 4.57 -0.19  0.046
C -1.67 5.70 0.04  -0.272
C -1.51 6.83 -0.75  -0.188
C -0.58 6.77 -1.77  -0.284
C 0.14 5.59 -1.94  0.027
H -0.92 3.76 0.54  0.251
H -2.33 5.61 0.89  0.214
H -2.17 7.68 -0.62  0.203
H -0.47 7.62 -2.42  0.205
H 0.90 5.57 -2.71  0.178
N 2.45 -4.26 3.80  -0.442
C 1.39 -4.61 3.06  0.010
C 0.53 -3.68 2.51  -0.271
C 0.71 -2.32 2.72  -0.149
C 1.76 -1.96 3.56  -0.249
C 2.62 -2.95 4.00  0.016
H 1.33 -5.68 2.91  0.182
H -0.30 -4.01 1.89  0.210
H 0.02 -1.60 2.30  0.275
H 1.87 -0.93 3.87  0.233
H 3.45 -2.63 4.62  0.176
N 0.10 -1.32 -2.20  -0.382
C 0.45 -2.11 -3.22  0.023
C -0.02 -3.40 -3.41  -0.286
C -0.99 -3.88 -2.52  -0.182
C -1.45 -3.02 -1.54  -0.271
C -0.84 -1.79 -1.38  0.040
H 1.14 -1.63 -3.91  0.187
H 0.28 -4.06 -4.21  0.207
H -1.39 -4.89 -2.51  0.204
H -2.21 -3.37 -0.86  0.208
H -1.12 -1.14 -0.55  0.246

---

A cluster of 10 separate species, C40H110N10O10 in total. Source: the Open Molecules 2025 dataset; level of theory: wB97M-V/def2-TZVPD.

## Properties
Charge: 0
Frontier orbital gap in eV: 8.60
LUMO energy in eV: 0.6
E_HOMO in eV: -8.01
SMILES: COC[C@H](C)N.COC[C@H](C)N.COC[C@H](C)N.COC[C@H](C)N.COC[C@H](C)N.COC[C@H](C)N.COC[C@H](C)N.COC[C@H](C)N.COC[C@H](C)N.COC[C@H](C)N

Each line ends with the Löwdin charge.
Positions of all 170 atoms, in Å:
C 6.75 0.75 1.98  -0.083
C 5.43 0.21 1.52  -0.437
C 5.58 -0.80 0.29  -0.152
O 4.25 -1.16 -0.06  -0.244
C 4.34 -1.93 -1.27  -0.092
N 4.82 -0.45 2.65  0.080
H 7.37 -0.07 2.34  0.081
H 6.60 1.35 2.88  0.074
H 7.30 1.40 1.30  0.069
H 4.87 1.08 1.18  0.104
H 6.16 -1.68 0.55  0.133
H 6.00 -0.21 -0.52  0.122
H 3.36 -2.39 -1.43  0.066
H 5.06 -2.75 -1.30  0.094
H 4.61 -1.37 -2.16  0.096
H 4.16 0.15 3.13  0.033
H 4.22 -1.12 2.18  0.064
C -4.79 -1.40 -3.60  -0.048
C -3.28 -1.63 -3.42  -0.428
C -2.69 -1.21 -2.10  -0.202
O -2.52 0.19 -2.16  -0.201
C -3.03 0.93 -1.13  -0.122
N -3.01 -3.03 -3.69  0.051
H -5.02 -0.34 -3.46  0.077
H -5.24 -2.05 -2.86  0.061
H -5.17 -1.70 -4.58  0.077
H -2.90 -0.88 -4.11  0.129
H -1.79 -1.74 -1.79  0.103
H -3.30 -1.55 -1.26  0.114
H -4.08 0.69 -0.95  0.089
H -2.92 2.00 -1.31  0.103
H -2.57 0.60 -0.19  0.070
H -3.59 -3.53 -3.03  0.028
H -3.30 -3.30 -4.62  0.087
C 3.68 3.28 -2.83  -0.031
C 4.43 2.82 -1.59  -0.431
C 5.86 3.39 -1.47  -0.210
O 5.87 4.77 -1.60  -0.172
C 7.13 5.26 -1.86  -0.125
N 3.58 3.22 -0.48  0.049
H 4.39 3.28 -3.65  0.095
H 3.29 4.29 -2.65  0.085
H 2.87 2.58 -3.03  0.059
H 4.45 1.73 -1.62  0.116
H 6.43 2.88 -2.25  0.122
H 6.26 3.11 -0.49  0.115
H 7.67 4.67 -2.61  0.091
H 7.68 5.33 -0.92  0.088
H 6.99 6.29 -2.18  0.093
H 3.35 4.19 -0.65  0.083
H 4.03 3.07 0.41  0.046
C -5.76 -5.21 0.34  -0.063
C -4.66 -4.67 -0.60  -0.375
C -3.23 -5.37 -0.60  -0.172
O -2.61 -5.25 0.66  -0.203
C -1.58 -6.16 0.99  -0.094
N -5.28 -4.78 -1.93  0.018
H -5.64 -4.96 1.39  0.067
H -5.82 -6.30 0.25  0.081
H -6.67 -4.66 0.09  0.071
H -4.54 -3.61 -0.35  0.108
H -2.66 -4.97 -1.44  0.102
H -3.26 -6.43 -0.87  0.116
H -2.07 -7.11 0.79  0.086
H -1.12 -6.06 1.97  0.096
H -0.76 -6.13 0.26  0.066
H -5.01 -5.66 -2.35  0.075
H -6.28 -4.72 -1.97  0.072
C -4.46 -1.61 2.24  -0.060
C -4.10 -0.22 2.81  -0.422
C -5.39 0.65 3.14  -0.175
O -5.89 1.28 1.97  -0.178
C -6.87 2.32 2.32  -0.085
N -3.33 -0.40 4.00  0.045
H -4.89 -2.37 2.89  0.076
H -3.52 -2.02 1.85  0.042
H -5.23 -1.56 1.46  0.073
H -3.47 0.21 2.03  0.102
H -5.10 1.44 3.82  0.090
H -6.13 -0.04 3.56  0.127
H -7.27 2.89 1.48  0.081
H -6.43 3.10 2.93  0.058
H -7.79 2.02 2.82  0.082
H -3.09 0.47 4.45  0.019
H -2.42 -0.76 3.75  0.065
C 2.33 -3.93 -4.84  -0.039
C 0.91 -4.09 -4.19  -0.423
C 0.94 -4.24 -2.66  -0.221
O 1.89 -5.22 -2.33  -0.186
C 2.25 -5.29 -0.91  -0.062
N 0.05 -3.08 -4.78  0.046
H 2.30 -3.57 -5.87  0.072
H 2.99 -4.80 -4.77  0.064
H 2.85 -3.24 -4.19  0.059
H 0.44 -5.02 -4.51  0.125
H -0.02 -4.55 -2.27  0.113
H 1.21 -3.26 -2.25  0.102
H 2.92 -4.48 -0.66  0.067
H 2.82 -6.21 -0.77  0.081
H 1.44 -5.48 -0.20  0.062
H -0.88 -3.06 -4.39  0.024
H 0.47 -2.20 -4.53  0.018
C 0.14 0.37 -5.81  -0.054
C 0.93 0.79 -4.50  -0.350
C 0.44 2.20 -4.04  -0.184
O 1.09 3.09 -4.97  -0.215
C 0.81 4.47 -4.86  -0.114
N 0.48 -0.20 -3.50  0.044
H 0.51 -0.58 -6.17  0.056
H 0.48 1.00 -6.63  0.067
H -0.94 0.30 -5.72  0.072
H 2.00 0.72 -4.69  0.137
H 0.69 2.39 -2.99  0.093
H -0.64 2.31 -4.00  0.122
H 0.78 4.84 -3.83  0.081
H -0.16 4.65 -5.33  0.080
H 1.54 5.02 -5.46  0.085
H -0.51 -0.19 -3.31  0.048
H 0.94 -0.03 -2.62  0.019
C -1.83 2.83 3.07  -0.026
C -2.04 3.23 4.57  -0.407
C -3.39 3.85 4.90  -0.228
O -3.46 5.07 4.19  -0.171
C -4.72 5.70 4.45  -0.086
N -1.92 2.07 5.41  0.045
H -1.96 3.74 2.48  0.081
H -2.45 2.01 2.69  0.057
H -0.83 2.46 2.87  0.040
H -1.32 4.04 4.73  0.135
H -3.40 4.02 5.98  0.123
H -4.23 3.19 4.69  0.110
H -4.58 6.75 4.22  0.091
H -5.15 5.53 5.43  0.085
H -5.47 5.25 3.79  0.070
H -2.27 2.35 6.32  0.074
H -0.96 1.88 5.65  0.072
C 3.08 3.15 2.89  -0.053
C 2.24 2.74 4.16  -0.381
C 2.57 1.36 4.83  -0.170
O 2.35 0.28 3.95  -0.221
C 1.08 -0.24 4.09  -0.110
N 2.49 3.78 5.14  0.018
H 3.13 2.24 2.29  0.041
H 4.11 3.40 3.13  0.076
H 2.77 4.01 2.29  0.077
H 1.20 2.74 3.83  0.109
H 2.21 1.25 5.85  0.127
H 3.65 1.31 4.98  0.121
H 0.76 -0.47 5.11  0.092
H 0.97 -1.04 3.37  0.091
H 0.37 0.57 3.90  0.067
H 3.48 3.91 5.30  0.067
H 2.35 4.60 4.57  0.062
C 0.33 1.32 -0.05  -0.058
C 1.42 0.32 0.14  -0.391
C 0.81 -1.13 0.12  -0.125
O -0.17 -1.21 1.20  -0.205
C -0.91 -2.45 1.12  -0.100
N 2.38 0.52 -0.93  0.066
H -0.33 1.33 0.82  0.059
H -0.26 1.16 -0.96  0.060
H 0.65 2.36 -0.14  0.078
H 1.96 0.51 1.07  0.120
H 1.55 -1.90 0.32  0.113
H 0.32 -1.30 -0.84  0.098
H -1.47 -2.63 2.03  0.073
H -0.27 -3.33 1.19  0.079
H -1.63 -2.55 0.31  0.067
H 3.17 -0.03 -0.64  0.017
H 2.76 1.46 -0.99  0.016

---

A structure of composition C10H19N3O4S. Source: the Open Molecules 2025 dataset; level of theory: wB97M-V/def2-TZVPD.

## Properties
Charge: 0
Frontier orbital gap in eV: 8.61
LUMO energy in eV: 0.1
E_HOMO in eV: -8.50

Each line ends with the natural charge from an NBO analysis.
Positions of all 37 atoms, in Å:
C -1.46 -0.60 -0.98  -0.122
C 0.03 -0.12 -0.71  0.664
C -2.33 0.18 -0.03  -0.444
C -3.81 -0.08 -0.44  -0.507
C -4.96 0.36 0.46  0.673
C 2.14 -1.02 -0.13  -0.182
C 2.97 -2.30 0.05  0.790
C 2.63 -0.01 1.06  -0.423
C 3.96 0.54 0.82  -0.582
C 3.49 3.24 0.29  -0.815
H -2.51 -2.20 -0.39  0.369
H -1.55 -2.59 -2.03  0.403
H -1.74 -0.38 -2.11  0.207
H -1.91 1.17 -0.27  0.271
H -1.96 -0.14 0.95  0.233
H -3.91 0.51 -1.46  0.219
H -4.13 -1.19 -0.39  0.249
H -5.74 1.67 -1.15  0.388
H -6.74 1.43 0.37  0.391
H 0.21 -2.20 -0.21  0.489
H 2.40 -0.72 -1.19  0.248
H 2.70 -0.42 2.08  0.209
H 2.01 0.80 1.13  0.232
H 4.50 1.13 1.70  0.229
H 4.68 -0.28 0.83  0.241
H 4.10 4.40 -0.02  0.224
H 3.98 3.18 1.47  0.249
H 2.34 3.61 -0.18  0.279
H 1.56 -2.49 1.31  0.488
N -1.32 -2.13 -0.96  -0.878
N -6.11 0.99 -0.22  -0.829
N 0.73 -1.13 -0.17  -0.686
O 0.33 1.12 -0.87  -0.653
O -5.00 -0.10 1.65  -0.602
O 4.02 -2.61 -0.39  -0.538
O 2.20 -3.14 0.77  -0.681
S 4.22 1.53 -0.60  0.198

---

A structure of composition C26H38GeNRhSSi2. Source: the Open Molecules 2025 dataset; level of theory: wB97M-V/def2-TZVPD.

## Properties
Charge: 0
2S+1: 5
Frontier orbital gap (spin up / spin down) in eV: 6.04 / 7.65
LUMO energy (spin up / spin down) in eV: 0.3 / -0.8
E_HOMO (spin up / spin down) in eV: -5.72 / -8.48
Expectation value of S²: 6.01

Each line ends with the Löwdin spin population.
Positions of all 70 atoms, in Å:
Rh -0.35 -1.35 -0.19  2.268
C 0.21 -1.71 -3.95  0.048
Si 0.24 -0.60 -2.40  0.268
C -0.44 1.09 -3.01  0.045
C 2.11 -0.23 -2.04  0.051
C 2.81 0.49 -3.01  0.008
C 4.14 0.86 -2.82  0.002
C 4.80 0.48 -1.66  0.002
C 4.12 -0.26 -0.70  0.007
C 2.78 -0.62 -0.86  0.049
Si 1.93 -1.59 0.59  0.268
C 2.36 -0.58 2.17  0.045
C 2.98 -3.18 0.82  0.049
H 0.68 -1.18 -4.79  0.008
H -0.81 -1.96 -4.24  0.001
H 0.76 -2.64 -3.79  0.000
H -0.06 1.31 -4.01  0.007
H -0.13 1.90 -2.35  0.000
H -1.54 1.09 -3.07  0.002
H 2.32 0.78 -3.93  0.001
H 4.66 1.43 -3.58  0.000
H 5.83 0.76 -1.51  0.000
H 4.66 -0.56 0.19  0.001
H 3.44 -0.60 2.35  0.007
H 1.86 -0.99 3.05  0.002
H 2.05 0.46 2.05  0.000
H 4.02 -2.90 1.02  0.008
H 2.96 -3.81 -0.07  0.000
H 2.62 -3.76 1.67  0.001
N -0.81 0.73 0.53  0.142
S -0.50 1.66 1.77  0.028
C -2.04 2.53 2.16  0.008
C -3.22 1.92 1.79  0.001
C -4.43 2.52 2.13  0.000
C -4.43 3.71 2.84  0.000
C -3.24 4.30 3.22  0.001
C -2.03 3.71 2.89  0.002
C 0.46 3.05 1.14  0.006
C 1.74 3.24 1.62  0.002
C 2.57 4.18 1.02  0.000
C 2.10 4.93 -0.05  0.001
C 0.80 4.75 -0.51  0.000
C -0.03 3.81 0.08  0.002
H -1.17 1.24 -0.28  0.006
H -3.19 0.98 1.24  0.000
H -5.36 2.06 1.84  0.000
H -5.37 4.18 3.11  0.000
H -3.25 5.23 3.78  0.000
H -1.09 4.18 3.17  0.000
H 2.10 2.64 2.45  0.000
H 3.58 4.32 1.38  0.000
H 2.74 5.65 -0.53  0.000
H 0.43 5.33 -1.34  0.000
H -1.04 3.67 -0.27  0.000
C -0.65 -4.96 0.94  0.011
Ge -2.21 -4.00 0.20  0.073
C -2.16 -4.17 -1.77  0.014
C -3.88 -4.83 0.87  0.033
C -2.17 -2.11 0.73  0.424
H -0.69 -6.02 0.70  0.000
H -0.62 -4.86 2.03  0.000
H 0.27 -4.54 0.53  0.009
H -2.22 -5.22 -2.07  0.001
H -1.23 -3.75 -2.16  0.010
H -2.99 -3.64 -2.23  0.001
H -3.92 -5.89 0.60  0.004
H -4.75 -4.33 0.43  0.000
H -3.94 -4.75 1.95  0.000
H -2.11 -1.99 1.81  0.035
H -3.02 -1.56 0.32  0.035

---

Relative energy (zero: lowest compared OMol25 entry of this formula, charge and spin)? In order: 30.5, 403.6, 841.4, 0.0 kJ/mol.
Energy? In order: -32792.377, -78631.584, -34166.457, -115179.441 eV.